{
  "formula": "C5H7NOS",
  "method": "ωB97M-V/def2-TZVPD",
  "symbols": ["C", "C", "C", "C", "C", "H", "H", "H", "H", "H", "H", "H", "N", "O", "S"],
  "positions_angstrom": [[1.050, 1.170, 0.174], [-0.451, 1.419, -0.194], [-1.090, 0.124, 0.381], [-0.735, -1.005, -0.460], [0.123, -2.038, 0.115], [1.240, 1.418, 1.204], [1.658, 1.914, -0.267], [-0.798, 2.319, 0.289], [-0.650, 1.582, -1.279], [-0.967, -0.174, 1.436], [-0.450, -0.766, -1.465], [-0.218, -3.072, 0.357], [1.393, -1.852, 0.135], [-2.116, -0.746, -0.187], [2.011, -0.293, -0.237]],
  "smiles": "C1=NSCC[C@H]2O[C@H]12",
  "e_homo_ev": -8.67,
  "lumo_ev": 0.798,
  "relative_energy_kj_mol": 332.2
}

---

{
  "formula": "C5H7NS",
  "method": "ωB97M-V/def2-TZVPD",
  "symbols": ["C", "C", "C", "C", "C", "N", "S", "H", "H", "H", "H", "H", "H", "H"],
  "positions_angstrom": [[-2.239, 0.977, 0.095], [-0.037, 0.833, 0.180], [-0.478, -0.765, -0.024], [1.412, 1.206, 0.146], [0.341, -1.956, -0.173], [-1.101, 1.594, 0.210], [-2.166, -0.719, -0.244], [-3.060, 1.630, 0.139], [2.064, 0.445, -0.494], [1.589, 2.129, -0.253], [1.880, 1.155, 1.166], [0.947, -2.133, 0.741], [-0.262, -2.804, -0.569], [1.110, -1.592, -0.920]],
  "smiles": "Cc1ncsc1C",
  "e_homo_ev": -7.77,
  "lumo_ev": 0.775,
  "relative_energy_kj_mol": 162.4
}

---

{
  "formula": "C5H7NS2",
  "method": "ωB97M-V/def2-TZVPD",
  "symbols": ["C", "C", "C", "C", "C", "N", "S", "S", "H", "H", "H", "H", "H", "H", "H"],
  "positions_angstrom": [[0.834, 0.408, -0.185], [0.450, -0.804, 0.034], [3.260, 0.026, -0.180], [0.826, 1.862, -0.173], [-0.952, -1.296, -0.063], [1.321, -1.865, 0.109], [4.190, 1.319, -0.029], [3.047, -1.630, 0.169], [0.733, 2.227, -1.179], [1.830, 2.177, 0.151], [0.274, 2.372, 0.604], [-1.517, -0.510, -0.374], [-1.086, -1.776, 0.905], [-1.011, -2.120, -0.781], [1.166, -2.586, -0.578]],
  "e_homo_ev": [-7.37, -7.37],
  "lumo_ev": [0.155, 0.153],
  "relative_energy_kj_mol": 424.3
}

---

{
  "formula": "C5H7NS3",
  "method": "ωB97M-V/def2-TZVPD",
  "symbols": ["C", "C", "C", "C", "C", "N", "S", "S", "S", "H", "H", "H", "H", "H", "H", "H"],
  "positions_angstrom": [[2.653, -0.479, -0.955], [1.298, -0.780, -0.646], [0.655, -0.090, 0.484], [-2.700, -1.716, 0.479], [0.620, 2.564, 0.023], [3.750, -0.218, -1.150], [1.003, -1.720, 0.917], [-2.167, -0.128, -0.161], [0.952, 1.358, 1.343], [0.685, -1.092, -1.489], [-3.605, -1.563, 1.064], [-1.912, -2.121, 1.114], [-2.897, -2.391, -0.352], [0.291, 2.027, -0.859], [1.534, 3.115, -0.180], [-0.160, 3.234, 0.368]],
  "e_homo_ev": [-8.72, -7.90],
  "lumo_ev": [-0.964, -1.468],
  "relative_energy_kj_mol": 283.9
}